No. 1
Here is one molecule with the formula C5H12S from the OMol25 dataset. Energies are from ωB97M-V/def2-TZVPD.

Values from the calculation:
ΔE to the lowest compared entry with this formula, charge and spin = 370.5 kJ/mol
E_LUMO = 0.85 eV
Orbital gap = 8.18 eV
HOMO = -0.270 Eh
E = -595.74091 Eh

CARTESIAN COORDINATES (ANGSTROEM)
C: -0.60 -1.47 1.86
C: 1.98 0.37 -0.75
C: -1.47 1.02 -0.45
C: 1.17 -0.11 0.50
C: -1.11 -0.40 -0.97
S: -0.12 -1.48 0.27
H: -1.21 -2.29 2.17
H: -0.89 -0.55 2.31
H: 1.63 1.45 -1.00
H: 1.81 -0.06 -1.69
H: -2.43 1.23 -0.76
H: -1.33 1.17 0.68
H: -0.58 1.78 -0.91
H: 1.96 -0.58 1.27
H: 3.07 0.61 -0.49
H: 0.76 0.72 0.89
H: -0.62 -0.38 -1.96
H: -2.01 -1.03 -0.98


No. 2
Here is C15H27CoFN2O6PS as an isolated structure from the OMol25 dataset. Energies are from ωB97M-V/def2-TZVPD.

Values from the calculation:
Spin multiplicity = 4
ΔE to the lowest compared entry with this formula, charge and spin = 835.6 kJ/mol
Net charge = +1
E_LUMO (alpha / beta) = -4.52 / -7.50 eV
Orbital gap (alpha / beta) = 4.84 / 1.86 eV
HOMO (alpha / beta) = -0.344 / -0.344 Eh
E = -3370.38484 Eh

CARTESIAN COORDINATES (ANGSTROEM)
Co: 0.17 4.13 -2.76
F: 0.89 0.84 -1.60
C: 3.90 3.01 5.13
C: 3.03 3.62 6.21
C: 1.75 4.18 5.49
S: 2.55 4.91 3.87
O: 2.91 6.29 4.20
O: 1.73 4.68 2.68
C: 4.11 3.97 3.91
H: 3.39 2.14 4.72
H: 4.81 2.64 5.60
H: 3.58 4.45 6.64
H: 2.83 2.87 6.98
H: 1.18 4.94 6.02
H: 1.14 3.33 5.18
H: 5.00 4.57 4.05
H: 4.13 3.47 2.94
C: -5.06 -0.36 -3.31
O: -6.06 0.14 -2.40
P: -5.58 1.01 -1.11
O: -4.53 2.02 -1.42
O: -5.22 -0.12 0.04
C: -4.86 0.24 1.40
O: -6.96 1.65 -0.57
C: -8.15 0.80 -0.51
H: -4.03 -0.12 -3.07
H: -5.32 0.21 -4.21
H: -5.19 -1.43 -3.46
H: -5.69 0.09 2.09
H: -4.45 1.25 1.53
H: -4.03 -0.29 1.87
H: -7.85 -0.25 -0.43
H: -8.82 0.92 -1.36
H: -8.79 1.00 0.36
N: 1.51 -4.07 1.39
C: 2.81 -4.61 1.39
C: 2.76 -5.86 2.04
C: 1.48 -5.93 2.55
C: 0.78 -4.77 2.25
H: 1.27 -3.26 0.83
H: 3.61 -4.16 0.82
H: 3.51 -6.62 2.18
H: 1.18 -6.77 3.16
H: -0.25 -4.53 2.47
N: 2.98 -1.63 -6.39
C: 2.85 -2.91 -6.94
C: 3.55 -2.92 -8.11
C: 4.11 -1.69 -8.37
C: 3.81 -0.94 -7.26
H: 2.54 -1.36 -5.53
H: 2.34 -3.65 -6.34
H: 3.63 -3.77 -8.78
H: 4.82 -1.38 -9.12
H: 4.19 0.02 -6.95


No. 3
Here is C50H41N11O7SSr as an isolated structure from the OMol25 dataset. Energies are from ωB97M-V/def2-TZVPD.

Values from the calculation:
ΔE to the lowest compared entry with this formula, charge and spin = 95.4 kJ/mol
Net charge = -2
E_LUMO (alpha / beta) = 3.54 / 3.51 eV
Orbital gap (alpha / beta) = 5.06 / 4.93 eV
HOMO (alpha / beta) = -0.056 / -0.052 Eh
E = -3488.21452 Eh

CARTESIAN COORDINATES (ANGSTROEM)
Sr: -0.74 1.56 0.33
C: -2.49 6.01 -4.79
C: -1.93 5.05 -5.65
C: -1.36 3.89 -5.14
C: -1.36 3.71 -3.77
C: -0.81 2.65 -2.90
N: -0.22 1.55 -3.39
C: 0.54 0.73 -2.64
C: 1.33 -0.39 -3.22
C: 1.30 -1.02 -4.44
C: 2.24 -2.02 -4.69
C: 3.20 -2.35 -3.72
C: 3.22 -1.70 -2.48
C: 2.26 -0.73 -2.25
C: 2.00 0.15 -1.09
N: 2.86 0.30 -0.08
C: 2.68 1.17 0.93
N: 1.54 1.80 1.30
C: 1.80 2.64 2.34
N: 0.93 3.47 2.96
C: -0.18 3.92 2.37
N: -0.44 3.85 1.04
C: -1.56 4.56 0.77
N: -2.05 4.84 -0.43
C: -1.65 4.18 -1.54
N: -1.00 3.00 -1.61
C: -1.90 4.67 -2.91
C: -2.48 5.83 -3.41
C: -2.10 5.13 2.04
C: -3.23 5.86 2.33
C: -3.46 6.21 3.66
C: -2.57 5.81 4.67
C: -1.45 5.06 4.37
C: -1.23 4.72 3.04
C: 3.22 2.54 2.69
C: 4.01 3.22 3.61
C: 5.37 2.95 3.62
C: 5.93 2.01 2.73
C: 5.14 1.34 1.81
C: 3.77 1.61 1.81
N: 0.93 0.93 -1.37
H: -2.93 6.91 -5.21
H: -1.95 5.22 -6.72
H: -0.93 3.14 -5.80
H: 0.55 -0.76 -5.19
H: 2.24 -2.54 -5.64
H: 3.94 -3.11 -3.94
H: 3.96 -1.95 -1.73
H: -2.90 6.57 -2.73
H: -3.92 6.14 1.54
H: -4.34 6.78 3.92
H: -2.78 6.09 5.70
H: -0.77 4.72 5.14
H: 3.57 3.95 4.28
H: 6.02 3.47 4.32
H: 7.00 1.83 2.75
H: 5.56 0.64 1.10
C: -4.39 -0.47 0.47
C: -3.84 0.83 -0.14
C: -4.76 1.37 -1.21
O: -2.52 0.58 -0.70
C: -3.74 1.85 1.05
O: -4.80 2.35 1.44
O: -2.57 2.02 1.55
H: -4.42 -1.26 -0.29
H: -5.39 -0.28 0.87
H: -3.73 -0.80 1.28
H: -5.05 0.58 -1.91
H: -4.25 2.16 -1.77
H: -5.65 1.79 -0.74
H: -2.52 -0.29 -1.18
C: 1.71 -2.21 4.46
N: 0.45 -1.83 3.84
C: -0.81 -2.31 4.14
C: -1.67 -1.63 3.33
N: -0.98 -0.74 2.54
C: 0.28 -0.89 2.88
H: 1.77 -3.29 4.53
H: 1.80 -1.77 5.45
H: 2.53 -1.87 3.83
H: -0.95 -3.11 4.86
H: -2.75 -1.72 3.28
H: 1.12 -0.36 2.44
C: 2.60 -7.45 -3.86
C: 2.36 -6.78 -2.53
C: 2.54 -5.41 -2.38
C: 2.30 -4.78 -1.17
C: 1.87 -5.54 -0.08
C: 1.68 -6.91 -0.21
C: 1.94 -7.52 -1.43
S: 1.48 -4.72 1.43
O: 1.14 -5.76 2.37
O: 2.55 -3.81 1.73
N: 0.19 -3.83 1.13
C: -1.03 -4.50 0.58
C: -2.03 -3.45 0.15
C: -1.50 -2.41 -0.83
O: -2.36 -1.85 -1.56
O: -0.26 -2.15 -0.79
H: 3.15 -6.80 -4.54
H: 1.65 -7.70 -4.35
H: 3.16 -8.38 -3.74
H: 2.86 -4.81 -3.23
H: 2.42 -3.71 -1.07
H: 1.34 -7.48 0.65
H: 1.79 -8.60 -1.54
H: 0.38 -3.02 0.50
H: -1.44 -5.16 1.34
H: -0.78 -5.11 -0.30
H: -2.39 -2.88 1.02
H: -2.88 -3.94 -0.31


Which of these has the lowest E? C50H41N11O7SSr


The lowest ΔE to the lowest compared entry with this formula, charge and spin belongs to which entry? C50H41N11O7SSr